i | Formula: C3H6ClP
Source: the OMol25 dataset
Level of theory: wB97M-V/def2-TZVPD

Cartesian coordinates (Å):
H -1.3176 3.0825 0.4405
P -0.2257 2.3386 0.9130
C -0.3245 1.1155 -0.2183
Cl -1.4481 0.9313 -1.4755
C 0.8346 -0.2470 -0.1026
C 0.0530 -1.5093 0.1473
H 1.4896 0.0286 0.7153
H 1.3591 -0.2505 -1.0523
H -0.6182 -1.7162 -0.6823
H -0.5379 -1.4212 1.0584
H 0.7358 -2.3523 0.2566

multiplicity	1
Kohn-Sham gap	0.3456	Ha
LUMO level	0.2	eV
charge	0
SMILES	[H]/P=C(\Cl)CC

=====

ii | Formula: C3H6ClP
Source: the OMol25 dataset
Level of theory: wB97M-V/def2-TZVPD

Cartesian coordinates (Å):
C -2.1965 -0.5589 0.8767
C -1.6388 0.5696 0.1148
P -0.3127 0.5865 -0.9125
C 1.2363 -0.2482 -2.2217
Cl -0.2315 2.4633 -1.8078
H -2.7192 -1.2795 0.2087
H -1.3041 -0.9899 1.2566
H -2.8258 -0.2808 1.6366
H 0.5496 -1.0300 -2.6341
H 1.5107 0.6862 -2.7050
H 1.9664 -0.6449 -1.4740

multiplicity	1
Kohn-Sham gap (spin up / spin down)	0.2862 / 0.2862	Ha
LUMO level (spin up / spin down)	-0.3 / -0.3	eV
charge	0
SMILES	CC#P(C)Cl

=====

Here are the energies relative to the best structure, in eV: i 0.000; ii 2.313.

=====

i | Formula: C21H26N4O4
Source: the OMol25 dataset
Level of theory: wB97M-V/def2-TZVPD

Cartesian coordinates (Å):
C -8.5975 -1.0209 0.6000
O -7.4291 -1.7971 0.4753
C -6.2549 -1.1772 0.2085
C -6.0957 0.1959 0.0407
C -4.8435 0.7240 -0.2185
C -3.7281 -0.0988 -0.3208
C -2.3575 0.3902 -0.6187
O -1.5249 -0.2934 -1.1787
N -2.0846 1.6544 -0.1631
C -0.9155 2.3601 -0.4634
C -0.7799 3.5687 -1.1192
C 0.5974 3.8017 -1.1275
N 1.2440 2.8232 -0.5267
N 0.3272 1.9508 -0.1142
C 0.6811 0.7647 0.6332
C 1.4242 -0.2495 -0.2438
C 2.8525 0.2094 -0.5419
N 3.5654 0.4259 0.6980
C 4.6189 -0.2428 1.2053
O 5.0644 0.0175 2.3133
C 5.3054 -1.3336 0.3851
C 4.4430 -2.5830 0.1206
C 4.7241 -2.8852 -1.3576
O 4.9989 -1.6371 -1.9549
C 5.7770 -0.9112 -1.0255
C 2.9588 1.4783 1.4906
C 1.5250 1.1097 1.8671
C -3.9000 -1.4776 -0.1795
C -5.1375 -2.0101 0.0900
H -9.3977 -1.7273 0.8138
H -8.8258 -0.4869 -0.3277
H -8.5180 -0.3049 1.4241
H -6.9405 0.8636 0.1029
H -4.7657 1.7912 -0.3750
H -2.8531 2.2115 0.1789
H -1.5581 4.1774 -1.5312
H 1.1347 4.6295 -1.5451
H -0.2652 0.3227 0.9618
H 0.8712 -0.3943 -1.1717
H 1.4413 -1.2010 0.2918
H 3.3498 -0.5200 -1.1738
H 2.8104 1.1651 -1.0760
H 6.1762 -1.6063 0.9870
H 3.3863 -2.3730 0.2760
H 4.7237 -3.4149 0.7627
H 5.5968 -3.5478 -1.4523
H 3.8787 -3.3274 -1.8851
H 6.8384 -1.1649 -1.1526
H 5.6443 0.1521 -1.2298
H 3.5637 1.6119 2.3887
H 2.9538 2.3993 0.9010
H 1.0700 1.9391 2.4109
H 1.5390 0.2365 2.5221
H -3.0359 -2.1156 -0.2849
H -5.2769 -3.0725 0.2097

multiplicity	1
Kohn-Sham gap	0.3357	Ha
LUMO level	0.5	eV
charge	0
SMILES	COc1ccc(C(=O)Nc2ccnn2C2CCN(C(=O)[C@H]3CCOC3)CC2)cc1

=====

ii | Formula: C21H26N4O4
Source: the OMol25 dataset
Level of theory: wB97M-V/def2-TZVPD

Cartesian coordinates (Å):
C 0.2844 -5.3713 -1.2265
C 1.0541 -4.3753 -0.3703
O 0.6688 -3.0350 -0.6557
C -0.4355 -2.5741 -0.0401
O -1.0829 -3.2134 0.7575
C -0.7293 -1.1895 -0.4335
C 0.1027 -0.6064 -1.3979
N 0.7681 -0.1236 -2.2035
C -1.8436 -0.5785 0.0889
C -2.3142 0.7270 -0.1571
C -3.7422 0.9754 0.0073
O -4.3421 1.9474 -0.4384
O -4.3718 0.0287 0.7122
C -5.7744 0.2046 0.8985
C -6.3096 -1.0132 1.6275
C -1.5079 1.7987 -0.6376
N -2.0575 2.7152 -1.4548
N -0.2301 1.9505 -0.2544
C 0.6475 2.8841 -0.9353
C 2.1077 2.4343 -0.8727
N 2.5511 2.1310 0.4853
C 3.5555 1.1706 0.6008
C 4.5838 1.1579 -0.3486
C 5.6288 0.2612 -0.2577
C 5.6872 -0.6518 0.7811
C 4.6783 -0.6504 1.7264
C 3.6255 0.2418 1.6411
C 1.4720 2.1834 1.4399
C 0.3009 1.3339 0.9440
H 0.6481 -6.3768 -1.0344
H 0.4160 -5.1382 -2.2805
H -0.7747 -5.3264 -0.9838
H 2.1241 -4.4130 -0.5861
H 0.8793 -4.5768 0.6924
H -2.4761 -1.2212 0.6881
H -5.9453 1.1222 1.4741
H -6.2503 0.3272 -0.0812
H -7.3798 -0.9076 1.7793
H -5.8202 -1.1165 2.5921
H -6.1179 -1.9101 1.0451
H -1.6390 3.6262 -1.5432
H -3.0765 2.6627 -1.4963
H 0.5445 3.8929 -0.5115
H 0.3671 2.9140 -1.9905
H 2.2132 1.5443 -1.5056
H 2.7214 3.2407 -1.2921
H 4.5733 1.8666 -1.1606
H 6.4068 0.2785 -1.0070
H 6.5037 -1.3539 0.8511
H 4.6994 -1.3603 2.5409
H 2.8549 0.1829 2.3941
H 1.1592 3.2261 1.5626
H 1.8118 1.8345 2.4121
H -0.4965 1.2564 1.6889
H 0.6787 0.3235 0.7416

multiplicity	1
Kohn-Sham gap	0.3020	Ha
LUMO level	0.4	eV
charge	0
SMILES	CCOC(=O)/C(C#N)=C/C(C(=O)OCC)=C(/N)N1CCN(c2ccccc2)CC1

=====

Here are the energies relative to the best structure, in eV: i 0.121; ii 0.000.

=====

i | Formula: C2H2Cl2O2S
Source: the OMol25 dataset
Level of theory: wB97M-V/def2-TZVPD

Cartesian coordinates (Å):
C -0.5123 -0.0785 0.1370
C 3.1941 -1.8344 0.0774
O -0.0404 -1.9134 1.8201
O 3.1466 -2.3174 -0.9956
S -0.8923 -1.5578 0.6865
Cl 3.3136 -0.1406 0.3724
Cl 3.1266 -2.7239 1.5565
H -1.0398 0.2818 -0.7246
H 0.2636 0.5436 0.5471

multiplicity	1
Kohn-Sham gap	0.3546	Ha
LUMO level	-0.3	eV
charge	0

=====

ii | Formula: C2H2Cl2O2S
Source: the OMol25 dataset
Level of theory: wB97M-V/def2-TZVPD

Cartesian coordinates (Å):
C -1.3577 0.0164 -0.2330
C -0.3025 -0.6806 0.0240
Cl -0.2854 -2.3300 0.1634
S 1.2976 0.4064 0.0476
O 2.0226 0.2379 -1.1692
O 2.1365 0.0507 1.1738
Cl 0.1357 1.9471 0.1863
H -1.5517 1.0566 -0.1193
H -2.0951 -0.7045 -0.0737

multiplicity	1
Kohn-Sham gap	0.3859	Ha
LUMO level	-0.2	eV
charge	0
SMILES	C=C(Cl)S(=O)(=O)Cl

=====

Here are the energies relative to the best structure, in eV: i 0.000; ii 2.310.

=====

i | Formula: C7H14O
Source: the OMol25 dataset
Level of theory: wB97M-V/def2-TZVPD

Cartesian coordinates (Å):
C -3.3553 -1.6250 -0.1906
C -1.9949 -1.0607 0.2030
C -0.8266 -1.6565 0.3691
C 0.4563 -0.8913 0.5905
C 0.7939 0.1764 -0.1104
C 2.1377 0.8391 0.0702
C 3.0639 0.3935 -1.0321
H -3.5781 -2.5570 0.3127
H -3.3851 -1.7915 -1.3167
H -4.0556 -0.8954 0.0599
H -1.9214 0.0893 0.1401
H -0.7688 -2.7361 0.4466
H 1.0996 -1.1498 1.4052
H 0.1905 0.7331 -0.8316
H 2.0966 1.9466 0.2152
H 2.6457 0.4011 0.8868
H 2.8531 -0.5681 -1.4419
H 2.9950 1.0660 -2.0137
H 4.1736 0.5048 -0.7826
O -0.4842 2.8477 0.4095
H 0.2765 2.4834 0.8004
H -0.3977 2.6384 -0.5547

multiplicity	1
Kohn-Sham gap	0.3605	Ha
LUMO level	1.0	eV
charge	0
SMILES	C/C=C/C=C/CC.O

=====

ii | Formula: C7H14O
Source: the OMol25 dataset
Level of theory: wB97M-V/def2-TZVPD

Cartesian coordinates (Å):
C 1.4425 -3.3541 0.1954
C 0.7210 -2.0812 0.3373
C 0.7466 -1.1199 1.2616
C -0.1508 0.0438 1.2338
C -0.3047 0.8811 0.2040
C -1.0837 2.1614 0.3259
C -0.1967 3.3933 0.0008
H 1.8843 -3.6925 1.1348
H 2.2162 -3.3461 -0.5758
H 0.7297 -4.1176 -0.1166
H -0.0127 -1.8989 -0.4512
H 1.4278 -1.0907 2.1097
H -0.7180 0.2605 2.1346
H 0.1395 0.7294 -0.7746
H -1.8903 2.1421 -0.4172
H -1.4683 2.1800 1.3441
H 0.7507 3.2307 0.5038
H -0.0058 3.4534 -1.0699
H -0.7661 4.2679 0.3054
O -1.0630 -0.7696 -2.9267
H -1.8934 -0.9074 -2.5046
H -0.5045 -0.3657 -2.2546

multiplicity	1
Kohn-Sham gap	0.3603	Ha
LUMO level	1.0	eV
charge	0
SMILES	C/C=C/C=C/CC.O

=====

Here are the energies relative to the best structure, in eV: i 0.755; ii 0.000.

=====

i | Formula: C4H10NO3
Source: the OMol25 dataset
Level of theory: wB97M-V/def2-TZVPD

Cartesian coordinates (Å):
O -1.3939 -1.4878 -1.0706
C -0.5508 -1.0876 -0.2840
N 0.7650 -1.1562 -0.5685
C 1.7857 -0.1128 -0.2131
O 1.4864 1.1164 -0.6574
C -0.9430 -0.6810 1.1345
C -0.8478 0.8416 1.3597
H 0.9018 -1.6840 -1.4149
H 2.7358 -0.5004 -0.6632
H 1.9284 -0.1781 0.8978
H -1.9729 -1.0413 1.2761
H -0.3418 -1.2080 1.8918
H -1.2892 1.2593 2.2392
H -1.1994 1.3768 0.4851
H 0.2007 1.1134 1.3452
H 0.2632 1.4776 -1.7657
H -0.8891 0.5432 -1.8267
O -0.6390 1.4089 -2.1653

multiplicity	1
Kohn-Sham gap	0.2829	Ha
LUMO level	4.0	eV
charge	-1

=====

ii | Formula: C4H10NO3
Source: the OMol25 dataset
Level of theory: wB97M-V/def2-TZVPD

Cartesian coordinates (Å):
C -0.6986 -0.2079 0.9704
N 0.6037 0.4178 1.3000
C 1.1554 1.3294 0.3149
O 2.4167 1.2562 0.1735
O 0.4215 1.9011 -0.4871
C -0.7150 -1.2195 -0.2196
C -1.7384 -2.3048 0.0869
H -1.4115 0.6837 0.6311
H -1.0978 -0.6671 1.8451
H 1.1947 -0.3386 1.6882
H -0.7279 -0.5867 -1.0801
H 0.2908 -1.6136 -0.3677
H -2.8591 -2.1314 -0.0467
H -1.6476 -3.1181 -0.6739
H -1.6236 -2.7228 1.0147
H 2.6697 2.7731 -1.2645
H 1.4407 3.2022 -1.9389
O 2.3262 3.3469 -1.9463

multiplicity	1
Kohn-Sham gap	0.2919	Ha
LUMO level	3.6	eV
charge	-1

=====

Here are the energies relative to the best structure, in eV: i 0.344; ii 0.000.